The following is a DFT calculation (ωB97M-V/def2-TZVPD) of C47H70BrN2O2PtSSi3Te as an isolated structure.

```
128
Properties=species:S:1:pos:R:3:forces:R:3:lowdin_charge:R:1
Pt 2.958 0.202 1.022 0.47 0.26 0.66 1.010
S 4.598 -2.368 4.227 0.12 -0.14 0.03 1.163
C 3.558 -1.282 5.093 -0.01 -0.10 0.00 -0.451
C 3.317 -1.254 6.465 0.03 -0.06 -0.07 -0.076
C 2.609 -0.185 6.966 -0.04 0.05 0.03 -0.064
C 2.161 0.834 6.116 -0.04 -0.04 0.08 -0.072
C 2.346 0.766 4.752 0.17 0.22 -0.05 -0.067
C 3.046 -0.318 4.227 -0.15 -0.07 -0.20 -0.315
N 3.424 -0.523 2.892 -0.23 0.19 0.16 -0.086
C 4.316 -1.479 2.793 0.31 -0.03 0.09 -0.540
C 5.160 -1.451 1.612 -0.03 -0.16 -0.12 -0.247
C 6.374 -2.110 1.483 0.02 -0.08 0.07 -0.032
C 7.244 -1.726 0.476 0.03 -0.03 -0.04 -0.065
C 6.900 -0.685 -0.376 -0.02 0.01 0.01 -0.070
C 5.663 -0.053 -0.277 0.05 0.02 -0.10 -0.085
C 4.782 -0.454 0.705 -0.45 0.08 -0.15 -0.211
H 3.707 -2.027 7.114 0.01 0.03 -0.01 0.115
H 2.438 -0.112 8.033 -0.02 0.01 -0.05 0.113
H 1.666 1.696 6.541 0.00 -0.02 -0.01 0.096
H 2.051 1.580 4.108 -0.16 -0.04 -0.06 0.091
H 6.655 -2.884 2.190 0.03 0.04 -0.03 0.111
H 8.205 -2.213 0.376 -0.01 0.00 0.00 0.110
H 7.605 -0.355 -1.129 -0.01 -0.02 -0.01 0.111
H 5.406 0.748 -0.957 -0.02 -0.02 0.00 0.097
C -4.011 1.419 5.509 -0.13 0.03 0.11 -0.181
Si -2.333 1.605 4.718 0.02 0.01 0.01 0.389
C -1.105 2.253 5.968 0.10 0.05 0.11 -0.183
C -2.441 2.824 3.300 0.03 0.05 -0.08 -0.181
C -1.787 -0.106 4.149 0.02 -0.06 -0.07 -0.574
Te -0.298 -0.200 2.609 -0.16 -0.25 -0.14 1.164
C 0.119 -2.283 2.963 0.22 -0.03 -0.18 -0.551
Si -0.226 -3.383 1.462 -0.04 0.22 0.39 0.384
C -0.057 -5.164 1.995 0.10 -0.19 -0.10 -0.180
C 1.020 -2.938 0.145 -0.03 -0.20 -0.22 -0.162
C -1.977 -3.093 0.892 -0.10 -0.01 -0.17 -0.187
H -4.346 2.383 5.908 0.00 -0.09 -0.03 0.038
H -3.995 0.705 6.339 0.00 0.05 -0.06 0.037
H -4.760 1.080 4.787 0.06 0.01 0.04 0.032
H -1.571 3.025 6.588 0.05 -0.04 -0.06 0.040
H -0.242 2.707 5.470 -0.03 -0.06 0.04 0.027
H -0.744 1.462 6.632 -0.04 0.07 -0.03 0.028
H -2.192 3.830 3.654 -0.03 -0.08 -0.05 0.038
H -3.453 2.859 2.894 0.03 -0.02 -0.07 0.026
H -1.754 2.576 2.483 -0.05 0.06 0.03 0.005
H -2.634 -0.672 3.753 0.03 0.05 0.02 0.009
H -1.382 -0.659 5.000 0.01 0.07 -0.01 0.012
H -0.516 -2.568 3.805 0.04 0.05 0.01 0.013
H 1.165 -2.367 3.280 -0.13 -0.01 0.05 -0.007
H 0.954 -5.399 2.343 -0.09 0.03 -0.01 0.032
H -0.285 -5.836 1.160 0.03 0.03 0.10 0.034
H -0.756 -5.396 2.803 0.04 0.01 -0.04 0.035
H 1.171 -1.859 0.102 0.04 0.11 -0.03 -0.007
H 1.988 -3.413 0.343 -0.03 0.09 0.01 0.051
H 0.692 -3.251 -0.853 0.02 0.24 0.62 -0.004
H -2.692 -3.377 1.671 0.03 0.04 -0.05 0.045
H -2.200 -3.694 0.002 0.01 0.06 0.09 0.039
H -2.137 -2.041 0.638 0.01 -0.05 0.01 -0.025
C -5.812 1.217 -1.118 0.00 -0.09 -0.05 -0.083
C -4.511 0.436 -0.845 -0.15 0.02 -0.05 -0.614
C -4.060 0.721 0.592 -0.07 0.00 0.11 -0.126
C -4.842 -1.062 -0.919 0.01 0.02 0.04 -0.091
Si -3.162 0.952 -2.102 0.33 -0.12 0.17 0.511
Br -1.161 0.457 -1.086 -0.05 -0.02 -0.22 0.498
C -3.129 -0.128 -3.690 -0.12 0.04 -0.03 -0.625
C -2.747 -1.588 -3.391 -0.04 -0.02 -0.08 -0.112
C -4.498 -0.106 -4.395 0.01 0.02 0.04 -0.076
C -2.074 0.408 -4.664 -0.10 -0.05 -0.12 -0.105
C -3.029 2.850 -2.376 -0.09 -0.01 -0.11 -0.624
C -1.676 3.273 -2.970 0.07 0.01 -0.08 -0.124
C -4.134 3.328 -3.337 0.01 -0.01 0.03 -0.081
C -3.149 3.593 -1.035 0.00 0.04 -0.03 -0.099
H -6.581 0.891 -0.409 0.03 -0.01 -0.05 0.092
H -6.196 1.036 -2.128 0.00 0.02 0.07 0.079
H -5.688 2.292 -0.990 -0.03 -0.04 0.00 0.060
H -4.872 0.448 1.279 0.04 0.04 -0.05 0.095
H -3.831 1.773 0.748 0.03 0.03 0.08 0.047
H -3.177 0.141 0.867 -0.02 0.02 0.01 0.018
H -5.582 -1.295 -0.145 0.04 0.02 -0.03 0.095
H -3.962 -1.681 -0.729 -0.06 0.01 0.00 0.057
H -5.275 -1.351 -1.878 0.02 0.00 0.07 0.066
H -3.488 -2.103 -2.783 0.07 0.01 -0.03 0.060
H -1.780 -1.661 -2.890 0.00 0.01 0.02 0.034
H -2.674 -2.129 -4.343 -0.01 0.04 0.04 0.091
H -5.287 -0.531 -3.773 0.02 0.02 -0.05 0.066
H -4.448 -0.704 -5.313 0.00 0.04 0.04 0.093
H -4.801 0.906 -4.676 0.01 -0.09 0.00 0.070
H -1.114 0.512 -4.155 0.10 0.07 -0.06 0.033
H -2.356 1.372 -5.094 0.06 -0.05 0.03 0.073
H -1.951 -0.300 -5.493 0.00 0.06 0.05 0.094
H -1.487 2.835 -3.951 0.00 0.07 0.07 0.054
H -0.846 3.015 -2.310 0.01 -0.01 0.01 0.041
H -1.675 4.363 -3.091 -0.01 -0.08 0.00 0.091
H -4.011 2.897 -4.334 0.00 0.07 0.06 0.067
H -4.082 4.418 -3.443 0.00 -0.07 0.02 0.092
H -5.137 3.078 -2.983 0.05 0.03 -0.05 0.068
H -2.412 3.232 -0.313 -0.03 0.03 -0.01 0.065
H -4.140 3.516 -0.589 0.04 0.00 0.00 0.066
H -2.949 4.658 -1.203 -0.04 -0.05 0.00 0.092
C 0.725 -3.902 -3.043 0.11 -0.03 -0.24 -0.060
O 1.125 -2.533 -3.012 -0.20 -0.25 -0.06 -0.111
C 2.454 -2.263 -3.027 -0.05 -0.03 0.04 -0.221
C 3.466 -3.207 -2.953 0.07 -0.08 0.00 0.003
C 4.791 -2.804 -3.065 -0.07 0.06 0.00 -0.055
C 5.103 -1.466 -3.249 0.04 -0.05 0.02 -0.081
C 4.094 -0.518 -3.282 -0.01 0.14 -0.13 -0.010
C 2.774 -0.911 -3.173 -0.19 0.13 0.32 -0.139
N 1.671 -0.034 -3.368 0.11 -0.43 -0.31 0.148
C 1.665 1.272 -3.481 -0.23 0.07 0.09 -0.014
C 2.402 2.193 -2.730 0.37 0.35 -0.10 -0.146
C 2.573 3.505 -3.265 -0.19 -0.20 -0.07 -0.029
C 3.156 4.494 -2.545 0.13 0.14 0.22 -0.075
C 3.549 4.221 -1.211 -0.01 0.00 -0.18 -0.041
C 3.366 2.989 -0.648 0.05 -0.08 0.03 -0.022
C 2.807 1.911 -1.384 -0.10 0.12 -0.17 -0.351
O 2.591 0.737 -0.896 0.05 -0.06 0.27 -0.240
H 1.152 -4.415 -3.906 0.01 0.04 -0.04 0.106
H -0.358 -3.899 -3.122 -0.05 0.04 0.02 0.096
H 1.021 -4.417 -2.128 0.04 -0.09 -0.20 0.081
H 3.233 -4.256 -2.829 -0.02 0.04 0.00 0.115
H 5.575 -3.548 -3.021 0.01 0.02 -0.01 0.113
H 6.132 -1.157 -3.382 -0.04 -0.01 0.07 0.109
H 4.333 0.527 -3.440 -0.01 -0.05 0.03 0.125
H 0.821 -0.521 -3.635 0.13 -0.04 -0.32 0.137
H 0.963 1.668 -4.213 -0.19 -0.01 0.22 0.142
H 2.240 3.694 -4.282 -0.01 -0.03 0.08 0.123
H 3.304 5.476 -2.973 0.00 -0.01 0.05 0.109
H 4.000 5.008 -0.618 -0.03 -0.02 -0.03 0.116
H 3.653 2.796 0.376 0.05 -0.01 0.09 0.092
```
Forces are in eV/Å.

Results
- ΔE to the lowest compared entry with this formula, charge and spin (kcal/mol) = 24.28
- charge = +1
- max |F| (eV Å⁻¹) = 0.9
- HOMO-LUMO gap (eV) = 6.2
- HOMO (eV) = -9.48